# 1
Entry from the OMol25 dataset: C32H48CaO16 as an isolated structure (the ωB97M-V functional and the def2-TZVPD basis).

Results
energy relative to the best compared isomer or geometry (same formula, charge and spin)	19.8	kcal/mol
gap between HOMO and LUMO	10.77	eV
HOMO level	-14.413	eV

Structure (ORCA input):
```
! RIJCOSX wB97M-V def2-TZVPD def2/J DEFGRID3
* xyz 2 1
Ca -0.184 0.069 0.314
O -0.733 -1.608 1.620
C -0.933 -2.710 2.064
O 0.069 -3.454 2.513
C -0.430 -4.596 3.240
C -1.867 -4.253 3.603
C -2.288 -3.340 2.463
H 0.270 -4.868 4.022
H -0.485 -5.446 2.553
H -2.034 -3.862 4.604
H -2.420 -5.190 3.518
H -2.868 -2.463 2.748
H -2.774 -3.835 1.625
O 1.679 0.693 -1.222
C 2.690 0.845 -1.845
O 3.511 1.893 -1.769
C 4.759 1.609 -2.437
C 4.690 0.178 -2.898
C 3.182 -0.065 -2.972
H 5.569 1.775 -1.726
H 4.875 2.323 -3.253
H 5.156 -0.473 -2.157
H 5.175 0.011 -3.858
H 2.889 -1.099 -2.828
H 2.703 0.367 -3.854
O 1.829 0.125 1.612
C 3.027 0.269 1.621
O 3.886 -0.673 1.243
C 5.244 -0.178 1.251
C 5.129 1.320 1.479
C 3.775 1.472 2.139
H 5.707 -0.473 0.309
H 5.808 -0.701 2.024
H 5.171 1.910 0.564
H 5.991 1.679 2.043
H 3.269 2.398 1.870
H 3.716 1.431 3.230
O -2.687 -0.052 0.223
C -3.873 -0.033 0.046
O -4.546 1.112 -0.145
C -5.916 0.830 -0.479
C -6.188 -0.601 0.029
C -4.819 -1.226 0.035
H -5.996 0.890 -1.569
H -6.618 1.574 -0.111
H -6.911 -1.067 -0.639
H -6.678 -0.511 0.998
H -4.636 -1.755 -0.901
H -4.636 -1.808 0.933
O -0.953 1.220 2.162
C -0.761 1.330 3.356
O -0.860 2.491 3.978
C -0.482 2.371 5.378
C 0.424 1.149 5.315
C -0.308 0.250 4.335
H -1.373 2.198 5.978
H 0.080 3.235 5.714
H 0.713 0.698 6.266
H 1.384 1.449 4.879
H -1.205 -0.139 4.830
H 0.277 -0.562 3.920
O -0.882 -0.070 -2.064
C -1.517 0.179 -3.061
O -2.418 1.170 -3.074
C -3.119 1.189 -4.314
C -2.344 0.278 -5.287
C -1.622 -0.672 -4.310
H -3.197 2.206 -4.691
H -4.119 0.765 -4.203
H -1.607 0.801 -5.897
H -3.033 -0.194 -5.984
H -0.609 -0.999 -4.536
H -2.218 -1.562 -4.107
O -0.509 2.354 -0.185
C -0.741 3.530 -0.217
O -0.420 4.263 -1.288
C -0.515 5.663 -1.009
C -1.476 5.763 0.176
C -1.371 4.392 0.841
H -0.953 6.210 -1.840
H 0.462 6.063 -0.746
H -2.510 5.900 -0.140
H -1.234 6.638 0.779
H -2.352 4.009 1.115
H -0.734 4.305 1.724
O 0.718 -1.966 -0.745
C 1.250 -2.904 -1.266
O 2.242 -3.607 -0.683
C 2.854 -4.501 -1.591
C 2.323 -4.191 -3.006
C 0.988 -3.540 -2.601
H 2.691 -5.560 -1.371
H 3.942 -4.436 -1.530
H 2.132 -5.043 -3.647
H 2.908 -3.425 -3.514
H 0.226 -4.297 -2.383
H 0.582 -2.840 -3.328
*
```

# 2
Entry from the OMol25 dataset: a 4-piece molecular cluster, C32H48ClIN2O10S overall (the ωB97M-V functional and the def2-TZVPD basis).

Results
gap between HOMO and LUMO	8.63	eV
HOMO level	-9.161	eV
SMILES	CC(=O)N(C)CCCCc1c(Cl)c2c(c(CC=O)c1CCCS(=O)(=O)O)C(=O)N(C[C@@H](C)I)C2=O.CC(C)=O.CC(C)=O.CC(C)=O

Structure (ORCA input):
```
! RIJCOSX wB97M-V def2-TZVPD def2/J DEFGRID3
* xyz 0 1
C 3.891 -0.476 1.008
C 3.977 -1.250 -0.310
O 5.051 -1.587 -0.754
N 2.727 -1.523 -0.989
C 2.903 -2.781 -1.749
C 2.483 -0.393 -1.911
C 1.234 -0.606 -2.800
C 0.255 0.588 -2.787
C -0.827 0.494 -3.930
C -1.717 -0.709 -3.630
C -1.400 -1.930 -4.238
Cl -0.085 -2.137 -5.366
C -2.152 -3.024 -3.939
C -3.226 -2.956 -3.061
C -3.595 -1.769 -2.488
C -4.802 -1.707 -1.568
C -4.553 -2.302 -0.184
O -4.319 -1.557 0.742
C -2.817 -0.647 -2.785
C -3.177 0.681 -2.123
C -4.357 1.445 -2.823
C -3.873 2.442 -3.913
S -3.819 1.757 -5.575
O -2.585 2.056 -6.242
O -4.907 2.362 -6.286
O -4.115 0.187 -5.511
C -3.818 -4.361 -2.919
O -4.856 -4.711 -2.410
N -2.875 -5.178 -3.557
C -2.153 -6.218 -2.773
C -2.256 -6.040 -1.261
C -1.526 -7.245 -0.618
I -1.192 -4.276 -0.588
C -2.002 -4.473 -4.413
O -1.293 -4.932 -5.267
H 4.464 0.450 0.883
H 2.865 -0.215 1.275
H 4.384 -1.066 1.784
H 3.330 -2.620 -2.748
H 1.928 -3.278 -1.815
H 3.553 -3.472 -1.209
H 2.465 0.538 -1.330
H 3.361 -0.326 -2.581
H 0.690 -1.500 -2.483
H 1.599 -0.726 -3.823
H -0.268 0.512 -1.820
H 0.770 1.554 -2.787
H -0.271 0.351 -4.855
H -1.398 1.416 -3.902
H -5.124 -0.667 -1.493
H -5.627 -2.232 -2.070
H -4.621 -3.392 0.001
H -2.286 1.313 -2.089
H -3.448 0.516 -1.075
H -4.876 1.983 -2.025
H -5.029 0.689 -3.240
H -4.572 3.280 -3.922
H -2.914 2.851 -3.590
H -3.609 -0.211 -6.239
H -1.103 -6.242 -3.075
H -2.597 -7.198 -3.002
H -3.281 -6.026 -0.887
H -0.509 -7.261 -1.031
H -1.389 -7.100 0.457
H -2.042 -8.190 -0.810
C -0.971 0.094 3.417
C 0.112 1.039 2.967
O 0.077 1.533 1.860
C 1.235 1.350 3.916
H -1.689 -0.017 2.607
H -0.542 -0.883 3.647
H -1.488 0.488 4.294
H 1.770 0.434 4.169
H 0.852 1.822 4.821
H 1.922 2.036 3.431
C 4.709 3.635 6.785
C 3.702 2.558 6.490
O 3.421 2.246 5.352
C 3.051 1.880 7.671
H 5.094 4.034 5.850
H 4.237 4.443 7.341
H 5.540 3.221 7.360
H 2.508 2.614 8.269
H 3.809 1.391 8.285
H 2.349 1.128 7.315
C 4.587 8.570 5.435
C 4.164 7.136 5.629
O 4.164 6.622 6.725
C 3.741 6.370 4.399
H 4.864 8.998 6.396
H 5.448 8.618 4.767
H 3.762 9.149 5.016
H 4.566 6.324 3.686
H 2.880 6.856 3.936
H 3.462 5.356 4.678
*
```

# 3
Entry from the OMol25 dataset: a 8-piece molecular cluster, C32H48O24 overall (the ωB97M-V functional and the def2-TZVPD basis).

Results
energy relative to the best compared isomer or geometry (same formula, charge and spin)	57.0	kcal/mol
gap between HOMO and LUMO	10.32	eV
HOMO level	-10.466	eV
SMILES	C[C@H]1COC(=O)O1.C[C@H]1COC(=O)O1.C[C@H]1COC(=O)O1.C[C@H]1COC(=O)O1.C[C@H]1COC(=O)O1.C[C@H]1COC(=O)O1.C[C@H]1COC(=O)O1.C[C@H]1COC(=O)O1

Structure (ORCA input):
```
! RIJCOSX wB97M-V def2-TZVPD def2/J DEFGRID3
* xyz 0 1
C 14.886 12.125 4.679
C 14.075 11.357 5.692
C 14.811 10.121 6.216
O 14.781 10.261 7.637
C 14.477 11.552 7.943
O 14.488 11.979 9.062
O 13.970 12.150 6.881
H 14.509 13.070 4.280
H 15.002 11.564 3.746
H 15.873 12.357 5.081
H 13.073 11.028 5.409
H 15.803 10.075 5.753
H 14.404 9.124 6.047
C 18.778 7.757 2.677
C 19.350 6.881 1.587
C 18.591 5.585 1.421
O 17.590 5.859 0.441
C 17.975 6.956 -0.210
O 17.322 7.510 -1.051
O 19.114 7.453 0.266
H 18.574 7.125 3.547
H 17.824 8.236 2.462
H 19.478 8.496 3.069
H 20.392 6.629 1.769
H 18.187 5.244 2.371
H 19.194 4.804 0.954
C 16.273 2.695 3.822
C 15.792 4.091 3.442
C 14.320 4.361 3.763
O 14.344 5.547 4.551
C 15.595 5.996 4.656
O 15.919 7.023 5.190
O 16.501 5.141 4.162
H 17.335 2.575 3.583
H 15.837 1.914 3.197
H 16.152 2.499 4.886
H 16.133 4.315 2.428
H 13.762 3.561 4.241
H 13.891 4.508 2.766
C 22.339 -0.956 2.058
C 22.234 0.560 2.169
C 22.283 1.259 0.822
O 21.210 2.200 0.887
C 20.551 2.104 2.020
O 19.590 2.721 2.371
O 21.006 1.041 2.747
H 23.376 -1.058 1.738
H 21.618 -1.387 1.362
H 22.078 -1.424 3.008
H 23.001 0.886 2.876
H 22.117 0.548 0.015
H 23.217 1.801 0.686
C 10.256 3.910 4.841
C 9.698 2.564 5.280
C 8.749 2.531 6.512
O 7.823 1.536 6.131
C 7.983 1.194 4.816
O 7.494 0.230 4.313
O 8.860 2.012 4.264
H 11.258 4.073 5.232
H 9.592 4.731 5.119
H 10.306 3.971 3.753
H 10.499 1.875 5.559
H 8.374 3.533 6.714
H 9.362 2.048 7.271
C 18.520 -3.187 2.784
C 17.739 -1.857 2.740
C 18.604 -0.571 2.666
O 18.142 -0.016 1.410
C 17.114 -0.738 0.896
O 16.467 -0.400 -0.039
O 16.984 -1.890 1.556
H 19.422 -2.989 3.380
H 18.739 -3.582 1.800
H 18.076 -3.906 3.474
H 17.023 -1.760 3.565
H 19.627 -0.939 2.616
H 18.618 0.096 3.522
C 17.353 3.852 8.767
C 16.054 3.097 8.592
C 14.937 3.811 9.347
O 13.788 3.415 8.537
C 14.200 3.039 7.330
O 13.471 2.603 6.497
O 15.555 3.104 7.262
H 17.422 4.407 9.702
H 17.668 4.445 7.908
H 18.201 3.160 8.834
H 16.173 2.056 8.896
H 14.938 4.893 9.230
H 14.809 3.461 10.366
C 16.961 2.940 -0.611
C 15.455 2.888 -0.872
C 14.827 2.080 0.230
O 13.760 2.947 0.689
C 13.817 4.168 0.077
O 13.032 5.026 0.266
O 14.869 4.173 -0.761
H 17.165 3.355 0.374
H 17.524 3.465 -1.381
H 17.355 1.924 -0.519
H 15.070 2.524 -1.826
H 15.378 1.745 1.111
H 14.309 1.153 -0.030
*
```

Q: Which of these has the lowest gap between HOMO and LUMO?
A: C32H48ClIN2O10S